Record 1
The following is a quantum chemistry calculation of 11 unconnected molecules or ions with the total composition C56H116F9NO27, from the OMol25 dataset.

Geometry as ORCA input:
```
! RIJCOSX wB97M-V def2-TZVPD def2/J DEFGRID3
* xyz -1 2
C 1.815 -0.040 -4.883
C 1.014 1.159 -4.553
N 0.375 2.073 -4.226
H 2.864 0.194 -5.068
H 1.266 -0.642 -5.606
H 1.828 -0.645 -3.977
C 2.787 -3.276 -0.212
O 3.065 -2.930 -1.553
C 2.861 -4.075 -2.453
C 3.542 -3.982 -3.751
O 3.258 -5.058 -4.570
C 4.147 -5.108 -5.749
C 3.802 -4.066 -6.837
O 4.089 -4.775 -8.076
C 3.397 -4.472 -9.302
H 3.657 -3.837 0.129
H 1.947 -3.966 -0.133
H 2.670 -2.396 0.420
H 1.805 -4.243 -2.663
H 3.045 -5.016 -1.935
H 4.569 -3.708 -3.510
H 3.199 -3.099 -4.291
H 4.264 -6.132 -6.104
H 5.163 -4.970 -5.380
H 4.519 -3.246 -6.841
H 2.768 -3.723 -6.806
H 2.332 -4.672 -9.183
H 3.574 -5.161 -10.127
H 3.549 -3.482 -9.732
C -5.018 -2.495 -3.114
O -4.484 -2.396 -1.826
C -3.253 -1.590 -1.769
C -2.137 -2.570 -1.838
O -2.062 -3.722 -0.921
C -3.027 -4.764 -1.228
C -2.348 -6.190 -1.260
O -1.783 -6.536 0.020
C -0.977 -7.756 -0.002
H -5.437 -1.597 -3.567
H -5.811 -3.241 -3.056
H -4.299 -2.889 -3.832
H -3.300 -1.147 -0.774
H -3.204 -0.821 -2.540
H -1.141 -2.145 -1.714
H -2.183 -2.854 -2.889
H -3.479 -4.578 -2.202
H -3.813 -4.729 -0.472
H -1.426 -6.062 -1.828
H -2.970 -6.923 -1.773
H -0.178 -7.766 -0.744
H -1.572 -8.644 -0.213
H -0.533 -8.030 0.955
C -4.829 2.036 -0.354
O -4.967 0.950 0.582
C -5.524 1.221 1.929
C -5.342 -0.073 2.826
O -5.827 -1.387 2.439
C -5.178 -1.964 1.317
C -5.927 -3.270 1.121
O -7.378 -3.160 1.359
C -8.068 -2.155 0.608
H -5.724 2.633 -0.530
H -4.640 1.619 -1.343
H -4.025 2.647 0.055
H -6.536 1.616 1.838
H -5.077 2.095 2.402
H -5.744 0.164 3.811
H -4.279 -0.145 3.056
H -4.124 -2.188 1.483
H -5.213 -1.287 0.464
H -5.466 -3.944 1.842
H -5.581 -3.610 0.145
H -7.616 -2.126 -0.384
H -8.148 -1.201 1.129
H -9.059 -2.514 0.332
C -8.197 4.302 -1.299
O -7.452 5.512 -0.925
C -7.250 5.720 0.476
C -5.843 5.772 0.996
O -5.175 6.927 0.426
C -4.161 7.477 1.232
C -2.757 6.738 1.181
O -2.931 5.374 1.771
C -1.724 4.479 1.888
H -9.183 4.434 -0.854
H -7.761 3.363 -0.957
H -8.413 4.118 -2.351
H -7.914 5.035 1.002
H -7.679 6.703 0.669
H -5.342 4.884 0.609
H -5.806 5.719 2.084
H -4.520 7.760 2.221
H -3.986 8.425 0.722
H -1.983 7.265 1.739
H -2.550 6.474 0.144
H -0.917 5.167 2.140
H -1.508 4.033 0.917
H -1.955 3.701 2.615
C 4.042 -8.855 5.303
O 2.663 -8.670 5.027
C 1.968 -8.009 6.102
C 2.041 -6.551 5.607
O 1.191 -6.231 4.555
C 1.053 -4.874 4.352
C 0.217 -4.849 3.125
O -0.214 -3.520 2.963
C -0.885 -3.207 1.764
H 4.693 -7.994 5.149
H 4.357 -9.550 4.525
H 4.167 -9.139 6.348
H 2.244 -7.957 7.155
H 0.964 -8.431 6.143
H 3.045 -6.201 5.368
H 1.777 -5.980 6.497
H 2.006 -4.345 4.356
H 0.501 -4.393 5.159
H -0.735 -5.313 3.384
H 0.622 -5.347 2.244
H -1.874 -3.665 1.740
H -0.240 -3.574 0.965
H -1.150 -2.154 1.667
C -5.737 2.099 -4.659
O -4.701 1.478 -3.950
C -3.369 1.899 -4.246
C -3.037 3.390 -3.892
O -3.409 3.792 -2.543
C -3.735 5.077 -2.184
C -5.050 5.669 -2.830
O -4.866 6.101 -4.182
C -6.006 6.370 -4.852
H -6.481 2.575 -4.021
H -6.178 1.234 -5.155
H -5.450 2.761 -5.476
H -3.257 1.728 -5.317
H -2.659 1.302 -3.674
H -3.654 3.992 -4.559
H -1.994 3.544 -4.170
H -2.774 5.559 -2.359
H -3.981 5.228 -1.133
H -5.381 6.529 -2.249
H -5.693 4.789 -2.830
H -5.873 6.714 -5.878
H -6.588 7.155 -4.368
H -6.707 5.542 -4.743
C 4.742 5.924 3.567
O 4.817 6.468 2.284
C 4.834 5.462 1.329
C 6.153 4.583 1.434
O 5.823 3.546 2.358
C 6.890 2.641 2.489
C 6.371 1.396 3.165
O 7.419 0.463 3.431
C 6.935 -0.735 3.931
H 5.599 5.429 4.022
H 3.893 5.280 3.795
H 4.407 6.703 4.252
H 4.715 5.936 0.355
H 3.884 4.927 1.314
H 6.954 5.254 1.743
H 6.406 4.176 0.455
H 7.671 3.123 3.076
H 7.354 2.427 1.526
H 5.581 0.990 2.534
H 6.001 1.638 4.162
H 6.442 -0.581 4.890
H 7.808 -1.352 4.144
H 6.155 -1.202 3.329
C 2.467 2.667 3.282
C 2.276 2.777 4.811
O 1.890 4.060 5.079
C 1.659 4.567 6.209
O 1.763 3.976 7.215
C 1.253 6.094 6.179
F 2.217 6.797 5.739
F 0.268 6.253 5.302
F 0.881 6.541 7.399
H 1.699 3.141 2.670
H 2.717 1.653 2.970
H 3.372 3.203 2.995
H 3.233 2.535 5.274
H 1.519 2.016 5.000
C -0.991 1.089 0.073
C -0.230 1.569 -1.155
O 1.051 1.013 -1.285
C 2.099 1.411 -0.434
O 1.943 2.358 0.350
C 3.432 0.809 -0.743
F 3.921 0.125 0.203
F 3.234 0.043 -1.854
F 4.250 1.804 -0.937
H -1.242 0.030 0.121
H -1.942 1.621 0.122
H -0.439 1.325 0.983
H -0.048 2.643 -1.182
H -0.933 1.262 -1.929
C 6.683 -1.505 -0.992
C 7.591 -1.414 0.203
O 8.948 -1.283 -0.151
C 9.733 -2.327 -0.178
O 9.498 -3.538 0.016
C 11.187 -1.883 -0.452
F 11.945 -2.595 -1.201
F 11.201 -0.645 -1.007
F 11.821 -1.745 0.692
H 6.661 -0.586 -1.577
H 5.647 -1.590 -0.664
H 6.857 -2.408 -1.576
H 7.542 -2.183 0.973
H 7.182 -0.496 0.625
*
```

Values from the calculation:
E_tot ... -5187.66012 a.u.
Largest force on an atom ... 7.7 eV Å⁻¹
Orbital gap (alpha / beta) ... 2.52 / 7.32 eV
HOMO (alpha / beta) ... -0.641 / -5.435 eV

Record 2
The following is a quantum chemistry calculation of 2 unconnected molecules or ions with the total composition C5H11NO, from the OMol25 dataset.

Geometry as ORCA input:
```
! RIJCOSX wB97M-V def2-TZVPD def2/J DEFGRID3
* xyz 0 1
C -2.493 0.219 -1.151
C -2.209 -0.435 0.066
N 0.206 -0.172 0.636
C 0.885 0.211 1.868
C 0.858 -0.141 -0.510
O 0.216 -0.225 -1.608
C 2.396 -0.024 -0.609
H -3.023 1.176 -1.116
H -2.792 -0.409 -1.998
H -1.290 0.265 -1.391
H -1.986 -1.496 0.043
H -2.370 0.025 1.032
H 0.625 -0.470 2.688
H 1.985 0.209 1.798
H 0.610 1.227 2.192
H 2.703 -0.228 -1.639
H 2.937 -0.718 0.048
H 2.742 0.984 -0.351
*
```

Values from the calculation:
Relative energy (zero: lowest compared OMol25 entry of this formula, charge and spin) ... 389.5 kJ/mol
E_tot ... -326.98300 a.u.
Largest force on an atom ... 0.6 eV Å⁻¹
Orbital gap ... 7.80 eV
HOMO ... -8.272 eV